Record 1
{"formula": "C19H13BrN3O4SbSe4Tc", "method": "the ωB97M-V functional and the def2-TZVPD basis", "elements": ["Sb", "Tc", "Br", "Se", "Se", "Se", "Se", "O", "O", "O", "O", "N", "N", "N", "C", "C", "C", "C", "C", "C", "C", "C", "C", "C", "C", "C", "C", "C", "C", "C", "C", "C", "C", "H", "H", "H", "H", "H", "H", "H", "H", "H", "H", "H", "H", "H"], "xyz": [[1.0418, -7.9042, -1.1936], [-1.1159, 0.1715, -1.2885], [6.2434, -1.4778, 0.3090], [-0.2619, -6.4612, -3.2871], [3.0308, -6.8095, -0.8394], [-0.9596, -4.7310, -2.2536], [-0.5633, -8.6892, 0.2423], [-2.4376, -1.3155, -0.6099], [1.7362, 2.5639, 1.0850], [-3.1396, -2.4218, 1.2026], [0.3524, 1.5397, -1.8949], [0.7518, 0.2254, -1.5153], [-2.0458, 2.0002, -0.9102], [-0.8116, 0.1720, 0.7247], [-1.5220, 4.2938, -0.5188], [0.7867, 2.0455, 0.5784], [4.5471, -0.9074, -0.2216], [-1.4431, -0.7976, 2.8309], [-3.7987, 3.6009, -0.7943], [2.0453, -0.0813, -1.0306], [-2.8777, 4.6049, -0.5464], [2.2238, -1.3880, -0.5904], [-2.4062, -1.5295, 0.6165], [0.1452, 0.9796, 2.7484], [-0.5817, 0.0742, 3.4948], [-1.1407, 2.9858, -0.7188], [3.1050, 0.8135, -1.0793], [-0.0078, 1.0203, 1.3620], [-1.5124, -0.7251, 1.4572], [-3.3505, 2.3037, -0.9640], [0.3046, 2.5445, -0.8025], [3.4771, -1.7960, -0.1747], [4.3625, 0.3921, -0.6790], [1.3897, -2.0813, -0.5897], [5.1991, 1.0755, -0.7212], [-0.4902, 0.0462, 4.5721], [-4.8567, 3.8120, -0.8609], [3.6364, -2.8093, 0.1659], [-2.0502, -1.5178, 3.3626], [0.9620, 3.3614, -1.0902], [-3.7610, -2.8493, 0.5863], [-3.2041, 5.6259, -0.3988], [2.9748, 1.8169, -1.4632], [0.8364, 1.6735, 3.2087], [-4.0379, 1.4887, -1.1538], [-0.7756, 5.0608, -0.3569]], "forces_ev_per_angstrom": [[0.047, 0.291, 0.611], [-0.005, 0.829, 0.315], [0.097, -0.027, 0.035], [0.018, -0.143, -0.220], [0.278, 0.010, -0.367], [0.048, -0.085, 0.033], [-0.324, -0.300, -0.174], [0.088, -0.150, -0.124], [-0.077, 0.145, 0.054], [-0.043, 0.006, 0.019], [0.231, -0.032, -0.008], [0.187, -0.984, -0.548], [-0.089, 0.036, 0.216], [-0.159, -0.035, -0.011], [-0.003, 0.039, 0.026], [0.084, -0.227, 0.055], [-0.073, 0.044, -0.024], [0.108, 0.007, 0.134], [-0.026, 0.004, 0.007], [-0.403, 0.651, 0.259], [0.011, 0.018, 0.005], [0.039, -0.103, 0.102], [0.021, 0.150, 0.064], [0.062, 0.034, -0.027], [-0.081, -0.092, -0.037], [-0.001, -0.025, -0.284], [0.162, 0.027, -0.085], [0.166, 0.074, -0.039], [-0.140, -0.020, -0.152], [0.054, -0.034, 0.083], [-0.180, -0.100, 0.090], [-0.078, -0.004, -0.004], [-0.071, 0.037, 0.012], [0.020, -0.010, -0.025], [0.003, -0.010, -0.022], [-0.003, -0.007, -0.002], [0.001, -0.007, 0.022], [-0.003, 0.005, 0.023], [0.014, -0.002, 0.010], [0.040, -0.018, -0.023], [-0.003, 0.007, 0.008], [0.001, -0.004, -0.008], [-0.002, -0.002, 0.024], [-0.017, 0.014, -0.007], [0.000, -0.007, 0.023], [-0.003, -0.003, -0.044]], "nbo_charge": [0.945, 1.151, 0.175, 0.265, -0.211, 0.166, -0.164, -0.607, -0.407, -0.586, -0.317, -0.212, -0.454, -0.329, -0.193, 0.524, -0.084, -0.121, -0.200, 0.119, -0.090, -0.243, 0.812, -0.124, -0.128, 0.167, -0.231, 0.098, 0.024, 0.057, -0.037, -0.199, -0.190, 0.207, 0.262, 0.274, 0.272, 0.241, 0.274, 0.274, 0.536, 0.269, 0.237, 0.284, 0.230, 0.266], "multiplicity": 1, "lumo_ev": -11.51, "homo_ev": -15.45, "homo_lumo_gap_ha": 0.14480, "charge": 3, "e_tot_ev": -372707.3220}

***

Record 2
{"formula": "C19H13Cl2MoN2O2S", "method": "the ωB97M-V functional and the def2-TZVPD basis", "elements": ["Mo", "Cl", "Cl", "S", "O", "O", "N", "N", "C", "C", "C", "C", "C", "C", "C", "C", "C", "C", "C", "C", "C", "C", "C", "C", "C", "C", "C", "H", "H", "H", "H", "H", "H", "H", "H", "H", "H", "H", "H", "H"], "xyz": [[0.5298, -0.5862, -0.4572], [2.0080, -1.4744, 4.7524], [2.3064, -2.3950, -0.5110], [1.0852, -0.8837, 1.7252], [-4.5660, 4.9433, 2.6156], [-3.3176, 3.8811, 4.0959], [0.5630, -0.8636, -2.4956], [-0.8941, 0.8052, -0.8650], [-3.2523, 3.3769, 0.5112], [4.2333, -3.9996, 2.6182], [-1.3735, 1.5306, 1.3736], [-1.6271, 1.6482, -0.0002], [3.8364, -3.7475, 1.2983], [-1.0946, 0.8565, -2.1654], [2.6955, -2.3284, 3.4548], [-0.3550, 0.0042, -3.0527], [-2.5826, 2.5887, -0.4122], [-0.5645, 0.0563, -4.4397], [-2.0354, 2.3140, 2.2957], [1.0807, -1.6482, -4.7235], [-2.9828, 3.2466, 1.8688], [1.2459, -1.6566, -3.3453], [0.1557, -0.7736, -5.2888], [2.8744, -2.7888, 1.0761], [2.2887, -2.0662, 2.1263], [-3.6675, 4.0831, 2.9690], [3.6747, -3.3055, 3.6729], [3.9916, -3.5129, 4.6845], [4.2855, -4.3026, 0.4878], [-4.7853, 5.0330, 1.6751], [-1.8401, 2.2272, 3.3550], [-3.9748, 4.0802, 0.1219], [-2.8296, 2.7357, -1.4501], [1.9703, -2.3440, -2.9189], [-1.8178, 1.5348, -2.6161], [0.0070, -0.7468, -6.3612], [4.9889, -4.7514, 2.8047], [1.6685, -2.3172, -5.3392], [-1.2894, 0.7447, -4.8548], [-0.6396, 0.8022, 1.7140]], "forces_ev_per_angstrom": [[1.122, -0.664, 3.854], [0.023, -0.036, -0.117], [-0.071, -0.014, -0.642], [0.300, -0.396, -0.771], [-1.237, 1.227, -0.194], [-0.317, 0.310, -0.067], [-0.374, 0.190, -1.649], [-0.361, 0.146, -1.651], [0.368, -0.389, -0.055], [-0.206, 0.201, -0.079], [0.124, -0.164, -0.285], [-0.600, 0.782, 1.462], [-0.284, 0.221, -0.596], [0.038, -0.044, -0.033], [0.145, -0.143, 0.022], [-0.009, -0.157, -1.429], [0.240, -0.273, -0.340], [-0.159, 0.259, 0.884], [-0.034, 0.017, -0.149], [-0.344, 0.344, -0.041], [-0.206, 0.231, 0.129], [0.337, -0.324, 0.129], [0.463, -0.449, 0.182], [0.610, -0.518, 0.857], [-0.522, 0.505, -0.204], [1.539, -1.571, -0.060], [-0.305, 0.329, 0.144], [-0.021, 0.034, 0.099], [-0.009, -0.003, -0.107], [0.227, -0.188, 0.351], [-0.019, 0.023, 0.053], [-0.021, 0.032, 0.029], [-0.045, 0.034, -0.162], [-0.152, 0.146, -0.073], [0.089, -0.062, 0.199], [-0.042, 0.045, 0.013], [0.005, -0.005, 0.006], [0.009, -0.001, 0.077], [-0.044, 0.058, 0.110], [-0.255, 0.266, 0.103]], "nbo_charge": [1.183, 0.185, 0.182, 0.513, -0.612, -0.507, -0.585, -0.516, -0.165, -0.058, -0.204, 0.113, -0.233, 0.227, 0.031, 0.103, -0.191, -0.124, -0.136, -0.169, -0.052, 0.124, -0.051, 0.076, -0.333, 0.766, -0.190, 0.287, 0.277, 0.502, 0.283, 0.240, 0.223, 0.234, 0.261, 0.288, 0.281, 0.290, 0.277, 0.178], "multiplicity": 1, "lumo_ev": [-13.35, -13.35], "homo_ev": [-17.32, -17.32], "homo_lumo_gap_ha": [0.14581, 0.14569], "charge": 3, "e_tot_ev": -64692.6437}

***

Record 3
{"formula": "C19H13Cl2O3RuSTe", "method": "the ωB97M-V functional and the def2-TZVPD basis", "elements": ["Te", "Ru", "Cl", "Cl", "S", "O", "O", "O", "C", "C", "C", "C", "C", "C", "C", "C", "C", "C", "C", "C", "C", "C", "C", "C", "C", "C", "C", "H", "H", "H", "H", "H", "H", "H", "H", "H", "H", "H", "H", "H"], "xyz": [[-0.6335, 2.4858, -1.7066], [-0.0535, 0.8322, 0.3549], [2.2990, 1.0562, 0.2091], [1.4107, -0.5977, 5.2735], [0.2451, 0.3194, 2.4915], [-4.4774, -1.5656, -2.2573], [-3.9270, 0.0126, -0.3039], [-1.8675, 0.3656, 0.3819], [-0.8049, 5.4506, -1.5203], [1.9770, 0.2205, 2.7626], [-1.3741, -2.8768, -3.5013], [3.8599, -0.2389, 4.2227], [4.2813, 0.4981, 1.9690], [-0.1387, 6.8503, 0.3112], [0.1557, 4.4738, 0.4811], [-0.4282, -2.2603, -2.6731], [-0.3866, 4.3241, -0.7996], [4.7492, 0.0963, 3.2134], [-3.1682, -1.7520, -2.3517], [-0.6789, 6.7088, -0.9602], [-2.2321, -1.1187, -1.5055], [-2.7150, -2.6286, -3.3487], [-2.7478, -0.2143, -0.4663], [0.2780, 5.7347, 1.0304], [2.4932, -0.1772, 4.0030], [-0.8709, -1.4053, -1.6965], [2.9157, 0.5408, 1.7963], [4.2189, -0.5526, 5.1925], [0.6921, 5.8535, 2.0223], [-3.4534, -3.1014, -3.9811], [-1.2277, 5.3434, -2.5112], [4.9542, 0.7643, 1.1667], [-1.0043, 7.5792, -1.5129], [0.6262, -2.4627, -2.7934], [-4.6568, -0.9485, -1.5174], [-0.1207, -0.9265, -1.0600], [0.4729, 3.6084, 1.0529], [-1.0462, -3.5611, -4.2726], [5.8132, 0.0431, 3.3948], [-0.0443, 7.8356, 0.7475]], "forces_ev_per_angstrom": [[0.085, 0.097, -0.175], [-0.056, 0.068, -0.147], [0.112, -0.005, 0.147], [0.013, 0.003, 0.001], [0.167, -0.025, 0.152], [-0.152, -0.073, -0.120], [0.089, 0.095, 0.012], [-0.333, -0.310, 0.088], [0.023, -0.071, -0.021], [0.096, -0.018, 0.058], [0.002, -0.007, -0.017], [-0.016, 0.004, -0.020], [-0.041, -0.034, 0.105], [0.009, 0.003, 0.015], [-0.011, -0.130, 0.005], [0.036, 0.029, 0.018], [-0.028, 0.147, -0.026], [-0.023, 0.018, -0.059], [0.135, -0.032, 0.001], [0.006, 0.011, 0.027], [-0.041, -0.053, -0.104], [0.003, 0.035, 0.047], [0.047, 0.070, 0.128], [-0.004, 0.070, 0.007], [-0.067, -0.001, 0.005], [-0.064, 0.204, 0.038], [-0.048, 0.076, -0.211], [0.003, -0.002, 0.002], [0.002, -0.008, 0.002], [-0.014, 0.005, 0.002], [0.001, -0.012, 0.004], [0.010, 0.000, -0.005], [-0.001, -0.003, -0.007], [0.000, -0.001, -0.005], [0.019, 0.036, 0.047], [0.024, -0.215, 0.021], [-0.006, 0.027, -0.018], [0.014, 0.001, 0.004], [0.005, 0.004, -0.005], [0.002, -0.001, 0.003]], "lowdin_spin": [0.758, 2.178, 0.046, 0.009, 0.322, 0.002, 0.024, 0.243, 0.049, 0.027, 0.002, -0.002, -0.002, 0.063, 0.046, 0.006, 0.073, 0.024, 0.002, -0.005, 0.007, 0.001, 0.026, -0.002, 0.023, 0.033, 0.019, -0.001, -0.001, 0.000, 0.001, 0.000, -0.001, 0.000, 0.000, 0.019, 0.004, 0.000, 0.001, 0.003], "multiplicity": 5, "lumo_ev": [-4.04, -6.01], "homo_ev": [-11.42, -11.41], "homo_lumo_gap_ha": [0.27115, 0.19846], "s2": 6.028, "charge": 1, "e_tot_ev": -71804.0944}